No. 1
A structure of composition C4H7IO in a non-equilibrium geometry. Source: OMol25; level of theory: ωB97M-V/def2-TZVPD.

Computed properties:
Charge   0
ΔE to the lowest compared entry with this formula, charge and spin   103.6 kcal per mole

Each line ends with the Löwdin charge.
Atoms and positions in Å:
C (-2.116273, -2.650185, -0.437411)  -0.14
C (-1.303054, -1.641432, -0.270134)  -0.64
C (1.395887, 2.049862, -0.409227)  -0.15
C (0.914458, 0.756913, 0.205628)  -0.46
O (1.439899, 0.543913, 1.369339)  -0.05
I (-1.807615, 0.354794, 0.196868)  0.93
H (-3.123648, -2.567937, 0.059856)  0.06
H (-1.930984, -3.728461, -0.406208)  0.06
H (1.525323, 2.779537, 0.417521)  0.06
H (2.485197, 1.751959, -0.645541)  0.11
H (1.000596, 2.538744, -1.346428)  0.09
H (-0.279632, -1.634104, -0.493296)  -0.01
H (1.799847, 1.446400, 1.759037)  0.14

Forces on atoms 1 to 3 (eV/Å):
-2.7 -1.0 3.0
0.0 0.9 -0.6
1.5 0.2 0.2



No. 2
A cluster of 2 separate species, C4H11NPS in total in a non-equilibrium geometry. Source: OMol25; level of theory: ωB97M-V/def2-TZVPD.

Computed properties:
Charge   +1
ΔE to the lowest compared entry with this formula, charge and spin   89.7 kcal per mole

Each line ends with the Löwdin charge.
Atoms and positions in Å:
C (1.046457, -0.425313, -2.119734)  0.10
C (-0.085154, 1.577876, 0.287104)  -0.01
C (-0.310367, 0.069694, 2.122677)  -0.01
C (-0.046076, -0.868592, -0.144456)  -0.43
N (0.303504, 0.262408, 0.799622)  -0.21
P (-1.779884, -0.948469, -0.652731)  0.48
S (-1.742364, -2.471571, -1.886924)  0.21
H (1.187897, -1.446461, -2.529363)  0.04
H (0.313459, 0.067870, -2.794972)  0.04
H (1.929430, 0.121553, -1.909153)  0.02
H (0.340388, 2.313822, 0.894327)  0.11
H (0.005900, 1.565740, -0.744901)  0.06
H (-1.144553, 1.659736, 0.120112)  0.09
H (-0.310980, -0.930266, 2.403635)  0.09
H (0.174747, 0.669991, 2.938210)  0.14
H (-1.291799, 0.479523, 2.193222)  0.10
H (0.194435, -1.908342, 0.091804)  0.07
H (1.214959, 0.210801, 0.931521)  0.11

Forces on atoms 1 to 3 (eV/Å):
-2.5 -1.7 0.6
-1.2 -1.0 -0.6
0.3 1.9 2.0



No. 3
The ion C4H11N3 with charge -1 in a non-equilibrium geometry. Source: OMol25; level of theory: ωB97M-V/def2-TZVPD.

Computed properties:
Charge   -1
ΔE to the lowest compared entry with this formula, charge and spin   25.0 kcal per mole
Multiplicity   2

Each line ends with the Löwdin spin population.
Atoms and positions in Å:
C (-0.043915, 0.332381, -1.879116)  0.29
C (-0.582515, -0.745150, -0.862302)  0.06
C (0.116943, -0.637334, 0.461846)  0.04
C (-0.419473, 0.064022, 1.457427)  0.04
N (0.380361, 0.372823, 2.616928)  0.02
N (1.414767, -1.138985, 0.495253)  0.04
N (-0.969587, 1.465931, -2.002896)  0.06
H (0.019739, -0.128553, -2.877620)  0.09
H (0.920310, 0.577955, -1.444096)  0.06
H (-1.643509, -0.503677, -0.762551)  0.01
H (-0.511692, -1.728420, -1.342637)  0.03
H (-1.460422, 0.324868, 1.527556)  0.00
H (0.062853, 1.167507, 3.125882)  0.01
H (0.534509, -0.404411, 3.224950)  0.01
H (1.804493, -1.595432, -0.324158)  0.06
H (2.132708, -0.475509, 0.807487)  0.04
H (-1.543679, 1.285592, -2.812538)  0.06
H (-0.439431, 2.332467, -2.086647)  0.07

Forces on atoms 1 to 3 (eV/Å):
-0.8 -1.0 0.4
-0.7 0.3 -0.8
-0.5 0.1 -1.3



No. 4
A structure of composition C10H30FO5Pb in a non-equilibrium geometry. Source: OMol25; level of theory: ωB97M-V/def2-TZVPD.

Computed properties:
Charge   +1
ΔE to the lowest compared entry with this formula, charge and spin   0.0 kcal per mole

Each line ends with the Löwdin charge.
Atoms and positions in Å:
Pb (2.327369, 2.121080, 1.230135)  1.73
F (1.032689, 0.084310, 0.364885)  -0.54
C (0.303649, -4.038540, 1.483315)  -0.09
C (1.383379, -3.080250, 1.980785)  -0.30
O (0.750929, -1.896700, 2.421105)  -0.10
H (-0.263861, -3.655760, 0.635065)  0.05
H (-0.368341, -4.471710, 2.224185)  0.08
H (0.717489, -4.963680, 1.082115)  0.07
H (2.066929, -2.900470, 1.150995)  0.10
H (1.978749, -3.526470, 2.777355)  0.11
H (0.866699, -1.269250, 1.703815)  0.01
C (0.593689, -1.501550, -2.877395)  -0.08
C (1.783139, -2.251520, -2.327465)  -0.30
O (2.493739, -1.336000, -1.517125)  -0.12
H (0.973859, -0.641610, -3.428815)  0.07
H (-0.119961, -1.206130, -2.108285)  0.06
H (0.037199, -2.136470, -3.566815)  0.08
H (2.435799, -2.571450, -3.139735)  0.12
H (1.468899, -3.079420, -1.691905)  0.10
H (1.865369, -0.898170, -0.938275)  0.00
C (0.271689, 2.223640, -2.349735)  -0.06
C (1.782439, 2.349300, -2.306825)  -0.27
O (2.114889, 3.125200, -1.159265)  -0.24
H (-0.026511, 1.571140, -3.170355)  0.08
H (-0.192391, 3.180540, -2.588615)  0.09
H (-0.174481, 1.854640, -1.426225)  0.05
H (2.112289, 2.820180, -3.232875)  0.13
H (2.281199, 1.382950, -2.232555)  0.11
H (2.532359, 3.953960, -1.405195)  0.11
C (-2.115011, 3.220550, 1.230155)  -0.04
C (-0.946111, 2.738100, 2.108275)  -0.29
O (0.230649, 3.382090, 1.703565)  -0.26
H (-1.844071, 3.183750, 0.175005)  0.08
H (-2.415331, 4.236450, 1.486755)  0.08
H (-2.987901, 2.571650, 1.301555)  0.08
H (-0.809441, 1.658530, 2.045475)  0.09
H (-1.120381, 2.920900, 3.168605)  0.13
H (0.154099, 4.286830, 2.015315)  0.12
C (-2.651071, -0.761800, 1.921935)  -0.07
C (-2.443921, -1.156620, 0.433935)  -0.28
O (-1.853951, -0.072730, -0.265735)  -0.11
H (-3.220561, 0.160330, 2.037965)  0.06
H (-1.684571, -0.549720, 2.379105)  0.05
H (-3.180631, -1.555610, 2.448745)  0.08
H (-3.408101, -1.385700, -0.019915)  0.11
H (-1.817051, -2.039150, 0.306365)  0.09
H (-0.915541, -0.079620, -0.063405)  0.01

Forces on atoms 1 to 3 (eV/Å):
-1.9 -1.5 -1.7
1.1 2.1 1.0
0.3 -1.3 -0.4



No. 5
A structure of composition C19H17Cl8FKN2O5S in a non-equilibrium geometry. Source: OMol25; level of theory: ωB97M-V/def2-TZVPD.

Computed properties:
Charge   -1
DFT total energy   -5999.2220 a.u.

Each line ends with the Löwdin charge.
Atoms and positions in Å:
C (1.284484, -0.382387, 0.758436)  -0.11
C (-0.013330, 0.081057, 0.715159)  -0.25
C (-0.568243, 1.056432, -0.355507)  -0.28
C (-2.061880, 1.268090, -0.234361)  -0.12
C (-2.686270, 2.277362, 0.409543)  -0.05
C (-2.155201, 3.468844, 1.200619)  -0.18
C (-0.917021, 3.151069, 2.136467)  -0.43
S (0.485433, 4.285489, 1.747403)  0.92
C (1.842932, 3.359923, 1.035930)  -0.68
N (2.600868, 2.512637, 1.718758)  0.04
N (3.447690, 2.039348, 0.791551)  0.01
C (3.225507, 2.575027, -0.394728)  -0.13
O (2.181542, 3.442892, -0.264139)  -0.07
C (-4.167152, 1.988244, 0.129783)  -0.39
O (-5.028161, 2.678994, 0.526631)  0.18
O (-4.320009, 0.842096, -0.657751)  0.07
C (-3.046110, 0.330949, -0.907270)  -0.37
O (-2.879258, -0.631957, -1.565591)  0.10
H (2.056512, -0.197470, -0.002352)  0.07
H (1.592587, -1.004928, 1.596561)  -0.01
H (-0.708033, -0.213818, 1.516719)  0.03
H (-0.003799, 2.114448, -0.449455)  -0.09
H (-0.401837, 0.555054, -1.339347)  0.11
H (-2.986228, 3.792335, 1.874849)  0.11
H (-1.911706, 4.354482, 0.578588)  0.09
H (-0.632150, 2.082331, 2.164744)  0.07
H (-1.219072, 3.419943, 3.175232)  0.07
H (3.810087, 2.294714, -1.278703)  0.14
Cl (-0.247577, 3.332137, -1.671597)  -0.04
C (-6.761893, 1.217499, -2.733950)  -1.48
Cl (-6.582727, -0.232869, -3.767086)  0.44
Cl (-7.077241, 2.636428, -3.723355)  0.59
Cl (-8.047091, 0.971190, -1.557849)  0.58
H (-5.829921, 1.369302, -2.198076)  -0.01
F (4.015765, -1.552924, -0.074241)  0.07
C (3.796110, -2.831405, -0.398507)  -0.28
C (3.204310, -3.674898, 0.524576)  -0.02
C (2.975197, -5.000373, 0.184190)  -0.09
C (3.347491, -5.469898, -1.069632)  -0.11
C (3.944926, -4.612901, -1.985485)  -0.09
C (4.166688, -3.284112, -1.651369)  -0.01
H (2.927632, -3.295933, 1.499917)  0.08
H (2.506574, -5.667838, 0.897228)  0.10
H (3.171466, -6.506380, -1.332298)  0.09
H (4.239034, -4.980189, -2.960940)  0.10
H (4.623563, -2.599624, -2.354613)  0.12
K (-4.960199, -2.009825, -3.129344)  0.81
O (6.067324, 4.206193, -1.193770)  -0.68
H (5.209459, 4.076046, -0.786444)  -0.26
C (-0.301968, -3.524060, 2.969354)  -1.96
Cl (-0.828469, -4.987144, 2.104961)  0.49
Cl (-1.548634, -3.059030, 4.147307)  0.50
Cl (1.214878, -3.864029, 3.825367)  0.53
Cl (-0.046879, -2.196562, 1.807889)  0.68

Forces on atoms 1 to 3 (eV/Å):
-1.4 1.2 -0.4
1.5 0.7 -0.6
0.5 -1.9 0.6